(1)
Density functional theory data (ωB97M-V with the def2-TZVPD basis set) for a molecular structure, C25H49F12Mn2N5O19S4.

Structure (ORCA input):
```
! RIJCOSX wB97M-V def2-TZVPD def2/J DEFGRID3
* xyz -2 11
Mn 11.85 4.83 -28.95
Mn 13.64 8.81 -26.72
C 9.36 8.84 -28.64
F 8.53 8.54 -29.65
F 9.21 10.12 -28.38
F 8.94 8.06 -27.63
S 11.15 8.38 -29.06
O 12.01 8.79 -27.95
O 11.18 6.91 -29.10
O 11.36 9.05 -30.30
C 10.20 10.06 -24.36
F 9.55 10.11 -23.20
F 10.23 8.87 -24.91
F 9.48 10.91 -25.14
S 12.00 10.73 -24.27
O 12.68 9.94 -25.32
O 11.96 12.13 -24.62
O 12.46 10.41 -22.94
C 15.70 7.45 -30.44
F 15.63 6.63 -31.48
F 16.97 7.78 -30.25
F 15.08 8.62 -30.69
S 14.85 6.64 -28.98
O 14.81 7.73 -27.97
O 13.59 6.03 -29.38
O 15.85 5.68 -28.52
C 12.99 4.77 -24.47
F 12.72 3.49 -24.78
F 12.53 5.03 -23.27
F 14.31 4.92 -24.53
S 12.09 5.85 -25.73
O 10.78 6.00 -25.15
O 12.88 7.10 -25.77
O 12.06 5.16 -27.03
C 11.77 1.20 -27.19
C 12.80 1.75 -28.24
C 13.15 0.61 -29.25
O 12.24 2.79 -28.94
H 11.59 1.93 -26.40
H 12.24 0.34 -26.71
H 10.79 0.91 -27.56
H 13.73 1.95 -27.70
H 12.28 0.32 -29.84
H 13.56 -0.28 -28.78
H 13.84 1.06 -29.96
C 14.84 7.74 -19.41
C 14.75 8.37 -20.81
C 13.50 7.79 -21.48
O 14.88 9.72 -20.82
H 14.10 8.20 -18.74
H 15.75 7.70 -18.80
H 14.57 6.67 -19.44
H 15.53 7.86 -21.44
H 13.51 8.11 -22.53
H 12.57 8.13 -21.01
H 13.52 6.70 -21.63
C 10.38 3.36 -21.89
O 10.62 3.23 -20.69
N 9.82 2.41 -22.66
C 9.59 1.04 -22.24
C 9.51 2.74 -24.06
H 10.53 4.32 -22.39
H 8.61 0.78 -22.61
H 9.72 0.93 -21.16
H 10.39 0.39 -22.61
H 8.44 2.74 -24.25
H 9.91 3.66 -24.47
H 9.93 1.90 -24.62
C 8.69 4.10 -28.27
O 9.86 4.42 -28.39
N 8.09 3.04 -28.83
C 6.70 2.79 -28.51
C 8.78 1.93 -29.44
H 8.01 4.77 -27.73
H 6.19 2.17 -29.26
H 6.21 3.74 -28.31
H 6.53 2.15 -27.64
H 8.49 1.72 -30.47
H 9.87 2.03 -29.41
H 8.63 1.05 -28.82
C 15.72 4.44 -20.10
O 16.90 4.18 -20.23
N 14.85 3.64 -19.41
C 13.45 4.10 -19.46
C 15.14 2.41 -18.71
H 15.23 5.27 -20.62
H 13.21 4.44 -20.47
H 13.26 4.94 -18.79
H 12.76 3.29 -19.24
H 16.21 2.20 -18.63
H 14.64 2.36 -17.75
H 14.73 1.60 -19.32
C 15.58 8.34 -24.16
O 15.26 8.58 -25.32
N 16.52 7.42 -23.85
C 17.10 7.23 -22.55
C 17.08 6.62 -24.92
H 15.17 8.83 -23.26
H 17.45 6.20 -22.43
H 16.33 7.25 -21.78
H 17.96 7.88 -22.43
H 17.05 5.54 -24.75
H 16.56 6.57 -25.88
H 18.09 6.91 -25.22
C 16.73 1.24 -21.78
O 17.30 0.38 -21.15
N 15.45 1.09 -22.24
C 14.86 2.08 -23.13
C 14.54 0.02 -21.85
H 17.20 2.15 -22.18
H 15.65 2.72 -23.53
H 14.15 2.70 -22.59
H 14.41 1.62 -24.01
H 13.66 0.30 -21.27
H 14.27 -0.63 -22.68
H 15.20 -0.63 -21.25
*
```

Calculated values
* E_LUMO (spin up / spin down): 3.03 / 3.03 eV
* strongest force on any atom: 0.0780 hartree/bohr
* E_tot: -211668.080 eV
* frontier orbital gap (spin up / spin down): 0.1497 / 0.1494 Eh

Here are the Mulliken charges for atoms 1 to 99, given in e: 0.5374, 0.6144, 0.5235, -0.2463, -0.1965, -0.1955, 0.9630, -0.4543, -0.6145, -0.6251, 0.5885, -0.2502, -0.2046, -0.2703, 1.1154, -0.6252, -0.7066, -0.5739, 0.3959, -0.1983, -0.2091, -0.2171, 1.2456, -0.5118, -0.6697, -0.7178, -0.1586, 0.0700, -0.1419, -0.0755, -0.2497, -0.6460, 1.4366, 1.0538, -0.6523, 0.5416, -1.6535, -0.6240, -0.2367, 0.4503, 0.0882, 0.2733, 0.2961, 0.3920, 0.3896, -1.4446, 2.1615, 0.1659, -1.0056, 0.4779, 0.3048, 0.0965, -1.5241, -0.6199, 0.5635, -0.4281, -0.0778, -0.6807, 0.1850, -1.0017, -0.6812, 0.5964, 0.3390, 0.3328, 0.3064, 0.3615, 0.0032, 0.2941, 0.0833, -0.3576, 0.1718, -0.9549, -0.8632, 0.3077, 0.3389, 0.3260, 0.3393, 0.2826, 0.1343, 0.3882, 0.4588, -0.6839, 0.2972, -0.9539, -0.9922, -0.0215, 0.0670, 0.2806, 0.5352, 0.3317, 0.4057, 0.2360, -0.6739, -0.7812, 0.4518, -0.7694, -0.8023, 1.0444, 0.3667

=====

(2)
Density functional theory data (ωB97M-V with the def2-TZVPD basis set) for a molecular structure, C23H60GaN4O5S.

Structure (ORCA input):
```
! RIJCOSX wB97M-V def2-TZVPD def2/J DEFGRID3
* xyz -1 1
N 3.34 -1.87 -1.68
C 2.61 -0.62 -1.94
N 2.59 0.04 -0.63
N 3.42 0.15 -2.89
C 1.18 -0.87 -2.51
Ga -0.33 0.31 -1.81
N -2.03 -0.72 -1.44
C -1.96 -1.83 -1.83
S -1.92 -3.43 -2.15
H 3.78 -2.17 -2.54
H 2.71 -2.58 -1.32
H 3.51 -0.11 -0.22
H 2.42 1.04 -0.73
H 2.91 0.37 -3.74
H 3.80 0.98 -2.48
H 1.25 -0.64 -3.57
H 0.96 -1.94 -2.46
H -0.70 1.40 -2.95
H 0.02 1.13 -0.49
C -1.24 -3.99 -6.74
C 0.25 -3.86 -6.51
O 0.67 -4.24 -5.22
C 0.42 -5.58 -4.85
C 1.12 -6.61 -5.72
H -1.79 -3.46 -5.96
H -1.51 -3.58 -7.71
H -1.57 -5.03 -6.72
H 0.54 -2.82 -6.62
H 0.81 -4.42 -7.28
H -0.66 -5.78 -4.81
H 0.78 -5.67 -3.83
H 0.72 -6.62 -6.74
H 0.98 -7.61 -5.31
H 2.19 -6.40 -5.78
C 1.08 1.29 2.39
C 0.78 2.76 2.22
O -0.58 3.10 2.44
C -1.08 2.82 3.73
C -0.37 3.56 4.85
H 0.42 0.68 1.78
H 2.11 1.07 2.10
H 0.96 0.98 3.43
H 0.98 3.05 1.19
H 1.43 3.37 2.86
H -1.08 1.74 3.91
H -2.13 3.13 3.71
H 0.66 3.23 4.96
H -0.88 3.39 5.80
H -0.36 4.63 4.64
C 3.99 -3.92 -5.56
C 3.52 -2.55 -6.01
O 3.78 -1.52 -5.08
C 5.13 -1.28 -4.76
C 5.97 -0.85 -5.96
H 3.59 -4.15 -4.57
H 3.66 -4.68 -6.26
H 5.08 -3.97 -5.49
H 2.44 -2.57 -6.13
H 3.94 -2.30 -6.99
H 5.58 -2.15 -4.27
H 5.12 -0.48 -4.02
H 6.08 -1.65 -6.69
H 6.97 -0.56 -5.63
H 5.51 0.00 -6.46
C -1.83 -1.16 7.83
C -3.00 -0.29 7.41
O -2.95 0.12 6.05
C -2.98 -0.92 5.09
C -4.24 -1.77 5.13
H -0.89 -0.68 7.58
H -1.87 -1.35 8.90
H -1.85 -2.13 7.33
H -2.99 0.64 7.99
H -3.95 -0.78 7.63
H -2.08 -1.55 5.17
H -2.92 -0.42 4.12
H -4.30 -2.36 6.05
H -4.25 -2.47 4.29
H -5.12 -1.14 5.08
C -3.10 7.80 3.21
C -2.86 6.31 3.43
O -2.71 5.96 4.79
C -3.81 6.22 5.64
C -5.08 5.48 5.24
H -2.32 8.39 3.69
H -3.09 8.02 2.14
H -4.06 8.13 3.61
H -1.93 6.02 2.95
H -3.66 5.72 2.96
H -4.00 7.30 5.71
H -3.50 5.89 6.63
H -5.47 5.84 4.29
H -5.85 5.63 5.99
H -4.88 4.41 5.14
*
```

Calculated values
* E_LUMO: 2.37 eV
* strongest force on any atom: 0.0256 hartree/bohr
* E_tot: -104232.522 eV
* frontier orbital gap: 0.2680 Eh

Table of Mulliken atomic charges, one value per atom, all in e: -0.7877, 0.6164, -0.3716, -0.5023, -0.8443, -0.1182, -0.3532, 0.2398, -0.4418, 0.2609, 0.2594, 0.2728, 0.2261, 0.1866, 0.2288, 0.0788, 0.3916, -0.3164, -0.0597, -1.3698, -0.4026, -0.1269, -0.3213, -1.0623, 0.2995, 0.4118, 0.3081, 0.3352, 0.3892, 0.3626, 0.2802, 0.2829, 0.4148, 0.1787, -1.0517, -0.3348, -0.4241, 0.0062, -1.1154, 0.2866, 0.3225, 0.3694, 0.3925, 0.3296, 0.1099, 0.2502, 0.3877, 0.3827, 0.1826, -0.9458, 0.5949, -0.3702, -0.2161, -1.4414, 0.1752, 0.2929, 0.4581, -0.7228, 0.3242, 0.3223, 0.4317, 0.3090, 0.4298, 0.3150, -1.0861, -0.3161, -0.3588, -0.2649, -1.2137, 0.2751, 0.4056, 0.2665, 0.3119, 0.3232, 0.3514, 0.3217, 0.2721, 0.3978, 0.3171, -1.3313, -0.1300, -0.3757, -0.3351, -1.0654, 0.3200, 0.4175, 0.2848, 0.2987, 0.3360, 0.3048, 0.3279, 0.2895, 0.4059, 0.2531

=====

(3)
Density functional theory data (ωB97M-V with the def2-TZVPD basis set) for a molecular structure, C15H22Cl4MoN4OS2.

Structure (ORCA input):
```
! RIJCOSX wB97M-V def2-TZVPD def2/J DEFGRID3
* xyz 4 1
Mo -0.63 0.36 0.47
Cl -0.12 2.80 1.22
C -1.61 3.49 0.48
Cl -2.31 2.24 -0.60
H -1.34 4.35 -0.12
H -2.32 3.71 1.26
S 0.76 -0.95 1.72
C 1.81 -0.01 2.84
N 2.39 -0.75 3.81
C 3.24 -0.20 4.70
C 3.51 1.15 4.61
C 2.88 1.85 3.59
N 2.04 1.26 2.71
H 2.20 -1.74 3.88
H 3.67 -0.86 5.45
H 4.18 1.63 5.30
H 3.05 2.91 3.46
O 0.33 0.76 -1.10
S 0.68 1.93 -2.18
C 2.41 1.61 -2.60
C 2.40 0.60 -3.74
C 1.25 1.04 -4.65
C 0.03 1.26 -3.75
H 2.94 1.34 -1.68
H 2.76 2.59 -2.92
H 2.24 -0.41 -3.37
H 3.36 0.62 -4.26
H 1.00 0.30 -5.41
H 1.50 1.96 -5.17
H -0.47 0.33 -3.47
H -0.71 1.97 -4.12
Cl -2.26 0.59 2.28
C -3.47 -1.03 3.14
Cl -3.84 -0.58 4.68
H -2.73 -1.81 3.02
H -4.26 -0.94 2.41
N 0.40 -2.51 -1.01
C -0.92 -2.47 -0.83
C -1.71 -3.59 -1.19
C -3.06 -3.51 -1.17
C -3.68 -2.29 -0.78
C -2.90 -1.27 -0.39
N -1.51 -1.33 -0.34
H 0.82 -3.36 -1.38
H 1.00 -1.71 -0.92
H -1.20 -4.48 -1.53
H -3.66 -4.36 -1.47
H -4.76 -2.18 -0.80
H -3.34 -0.33 -0.08
*
```

Calculated values
* E_LUMO (spin up / spin down): -14.03 / -14.10 eV
* strongest force on any atom: 0.0067 hartree/bohr
* relative energy (zero: lowest compared OMol25 entry of this formula, charge and spin): 333.2 kJ/mol
* E_tot: -97494.931 eV
* frontier orbital gap (spin up / spin down): 0.2228 / 0.2200 Eh

Table of Mulliken atomic charges, one value per atom, all in e: 0.4928, 0.1201, -0.3898, 0.0519, 0.4035, 0.4226, -0.4565, 0.4480, 0.0022, 0.0337, -0.7281, -0.0078, -0.1425, 0.2961, 0.4776, 0.4459, 0.4704, -0.2195, 0.4526, -0.7787, -0.4426, -0.6854, -0.4961, 0.3990, 0.5239, 0.2129, 0.4198, 0.3652, 0.3523, 0.2498, 0.5047, -0.1116, -0.1425, 0.1188, 0.2879, 0.3429, -0.2228, 0.7310, -0.9970, -0.3503, -0.9548, -0.6089, 0.5935, 0.2648, 0.0727, 0.4490, 0.4755, 0.5119, 0.7418

=====

(4)
Density functional theory data (ωB97M-V with the def2-TZVPD basis set) for a molecular structure, C46H39CeP2.

Structure (ORCA input):
```
! RIJCOSX wB97M-V def2-TZVPD def2/J DEFGRID3
* xyz 2 2
C 0.68 -1.17 -2.25
C -0.30 -1.73 -1.38
C -1.67 -1.67 -1.75
C -2.04 -1.09 -2.96
C -1.07 -0.57 -3.82
C 0.28 -0.62 -3.47
P 0.15 -2.20 0.36
C -0.89 -3.65 0.74
C -2.20 -3.43 1.24
C -3.05 -4.51 1.46
C -2.61 -5.82 1.21
C -1.31 -6.04 0.76
C -0.44 -4.96 0.54
Ce -0.28 0.81 0.10
P 0.98 2.73 -1.85
C -0.63 3.04 -2.57
C -0.70 3.20 -3.98
C -1.92 3.08 -4.64
C -3.08 2.78 -3.92
C -3.03 2.62 -2.54
C -1.83 2.80 -1.85
C 1.14 2.78 -0.08
C 2.03 1.77 0.43
C 1.73 1.12 1.63
C 0.62 1.53 2.39
C -0.19 2.59 1.95
C 0.06 3.23 0.73
C 2.36 3.38 -2.76
C 3.48 2.55 -3.00
C 4.58 3.08 -3.68
C 4.58 4.41 -4.12
C 3.47 5.22 -3.88
C 2.36 4.72 -3.20
C 1.83 -2.85 0.18
C 2.23 -3.60 -0.94
C 3.53 -4.09 -1.01
C 4.44 -3.84 0.02
C 4.05 -3.08 1.13
C 2.75 -2.59 1.22
H 2.86 1.44 -0.19
H 2.31 0.25 1.94
H 0.37 1.00 3.30
H -1.08 2.87 2.53
H -0.61 4.00 0.35
H 0.21 3.41 -4.54
H -1.96 3.21 -5.72
H -4.03 2.66 -4.45
H -3.93 2.36 -1.98
H -1.85 2.80 -0.74
H 3.47 1.52 -2.66
H 5.45 2.45 -3.86
H 5.44 4.81 -4.65
H 3.46 6.26 -4.21
H 1.49 5.34 -3.00
H 1.53 -3.79 -1.75
H 3.83 -4.68 -1.88
H 5.45 -4.24 -0.04
H 4.76 -2.87 1.93
H 2.42 -2.00 2.09
H -2.55 -2.42 1.44
H -4.06 -4.33 1.83
H -3.29 -6.66 1.37
H -0.96 -7.05 0.56
H 0.57 -5.15 0.19
H -2.43 -2.11 -1.10
H -3.09 -1.05 -3.25
H -1.36 -0.12 -4.77
H 1.03 -0.21 -4.15
H 1.74 -1.21 -1.99
H -1.87 -0.18 1.83
H 1.04 1.31 -1.95
C -0.61 -0.82 6.49
C -0.24 -1.53 5.33
C -0.84 -1.25 4.12
C -1.83 -0.23 4.01
C -2.33 0.22 2.76
C -3.37 1.14 2.70
C -3.86 1.72 3.89
C -3.31 1.39 5.12
C -2.27 0.43 5.21
C -1.62 0.13 6.43
H -0.11 -1.02 7.44
H 0.52 -2.31 5.40
H -0.57 -1.81 3.22
H -3.80 1.41 1.74
H -4.67 2.45 3.84
H -3.65 1.85 6.04
H -1.92 0.69 7.32
*
```

Calculated values
* E_LUMO (spin up / spin down): -5.80 / -5.76 eV
* strongest force on any atom: 0.0559 hartree/bohr
* relative energy (zero: lowest compared OMol25 entry of this formula, charge and spin): 0.0 kJ/mol
* E_tot: -79826.034 eV
* frontier orbital gap (spin up / spin down): 0.2222 / 0.2203 Eh

Table of Mulliken atomic charges, one value per atom, all in e: -0.3333, -0.3807, -0.2902, -0.9414, -0.5746, -0.4910, 2.0402, 0.5569, 0.0172, -0.8901, -0.6452, -0.6674, -0.7652, 0.2449, 0.6405, 1.1947, -1.0963, -0.7682, -0.6099, -0.9287, -0.2032, 0.2111, -0.3900, -0.0394, -0.7622, -0.4118, -0.7893, 0.5818, -0.4743, -0.7144, -0.5130, -0.7568, -0.1197, 0.3163, -0.1499, -0.8345, -0.6428, -0.8164, -0.5893, 0.4628, 0.6298, 0.6801, 0.5980, 0.8142, 0.4422, 0.4463, 0.4320, 0.5105, 0.6168, 0.2749, 0.4224, 0.4098, 0.4117, 0.4461, 0.4972, 0.4447, 0.4305, 0.4404, 0.4015, 0.2499, 0.4576, 0.4037, 0.4360, 0.3838, 0.5319, 0.4926, 0.5085, 0.4907, 0.3960, -0.4674, -0.4496, -0.6390, -0.7285, -0.1487, 0.0994, 1.0896, -0.6254, -0.7915, -0.7950, 0.6161, -0.8576, 0.4078, 0.4537, 0.7474, 0.4907, 0.3949, 0.4270, 0.3991

=====

(5)
Density functional theory data (ωB97M-V with the def2-TZVPD basis set) for 2 unconnected molecules or ions with the total composition C5H17N2O.

Structure (ORCA input):
```
! RIJCOSX wB97M-V def2-TZVPD def2/J DEFGRID3
* xyz 0 2
C -0.91 -0.34 -1.37
N -2.20 -0.17 -0.68
C -2.45 -1.24 0.29
C 0.23 0.07 -0.45
N 1.55 0.04 -1.22
C 0.82 1.82 1.39
C 0.08 1.48 0.10
H -0.82 -1.35 -1.77
H -0.90 0.34 -2.22
H -2.93 -0.19 -1.39
H -2.55 -2.24 -0.15
H -3.32 -0.94 0.86
H -1.62 -1.26 0.99
H 0.38 -0.68 0.32
H 1.81 -0.92 -1.51
H 2.30 0.40 -0.58
H 1.53 0.61 -2.09
H 1.81 1.36 1.35
H 0.29 1.50 2.31
H 0.77 2.89 1.64
H -1.00 1.63 0.21
H 0.39 2.20 -0.66
H 1.51 -1.97 1.63
H 2.87 -1.25 1.79
O 2.36 -1.81 1.20
*
```

Calculated values
* E_LUMO (spin up / spin down): 0.58 / 0.44 eV
* strongest force on any atom: 0.0227 hartree/bohr
* relative energy (zero: lowest compared OMol25 entry of this formula, charge and spin): 136.3 kJ/mol
* E_tot: -10484.883 eV
* frontier orbital gap (spin up / spin down): 0.1392 / 0.3683 Eh

Table of Mulliken atomic charges, one value per atom, all in e: -1.4377, -0.2480, -0.8940, -0.4084, -1.5498, -1.1481, -0.5761, 0.2626, 0.6210, 0.2731, 0.3170, 0.3400, 0.2802, -0.6305, 0.8643, 0.9193, 1.0955, 0.3736, 0.3168, 0.3828, 0.4151, 0.3240, 0.2973, 0.3467, -0.5368

=====

- Among the records above, which one has the lowest E_tot?
  C25H49F12Mn2N5O19S4

=====

- The lowest E_tot belongs to which entry?
  C25H49F12Mn2N5O19S4

=====

- What is the formula in the fourth record?
  C46H39CeP2

=====

- Which of these has the highest E_tot?
  C5H17N2O